[1]
A gas-phase ion, C9H15O2 (charge +1) in a non-equilibrium geometry. Source: the Open Molecules 2025 dataset; level of theory: ωB97M-V with the def2-TZVPD basis set.

```
26
Properties=species:S:1:pos:R:3:forces:R:3
C 1.995230 0.387518 -0.264836 2.3 -1.6 0.7
C 1.249138 1.562180 0.320996 -1.6 1.2 -0.1
C 0.269612 -0.702580 -1.941513 -1.9 1.8 3.6
C -0.938136 1.103200 1.723947 -1.4 0.2 -1.4
C -1.019887 -1.337918 -1.332306 -1.1 -1.2 -2.5
C -1.575730 0.542229 0.444901 2.0 0.4 -2.2
C 1.070925 -0.826797 -0.601081 4.3 -0.2 -1.8
C 0.484279 1.099813 1.512344 0.8 -1.3 0.4
C -1.089610 -0.936655 0.158582 -1.1 0.5 -0.1
O -1.785114 -1.792014 1.005033 0.7 -0.4 -0.2
O 0.276755 -1.040640 0.524812 -0.1 1.3 0.6
H 2.654201 0.774169 -1.068151 -0.7 -0.5 0.0
H 2.765055 -0.010419 0.497243 -1.2 0.7 -0.8
H 2.004778 2.241076 0.718547 0.2 0.1 0.1
H 0.694479 2.149124 -0.482613 0.3 -0.9 1.2
H 0.714225 -1.187065 -2.770657 0.3 -0.6 -0.6
H -0.010539 0.391066 -2.203631 0.9 -1.7 0.4
H -1.319622 2.119164 1.800293 0.4 0.8 -0.5
H -1.552039 0.695566 2.504465 1.3 -1.0 1.4
H -1.838225 -1.016693 -2.017185 0.0 -0.2 1.1
H -0.994734 -2.476929 -1.454213 0.0 1.5 0.6
H -2.620469 0.665775 0.566333 -1.1 -0.2 -0.5
H -1.163344 1.186071 -0.411391 -1.2 -1.0 0.9
H 1.780769 -1.751491 -0.656612 -1.2 1.5 -0.1
H 1.134168 0.728862 2.313453 -0.1 0.1 -0.2
H -1.186162 -2.566611 1.113240 -0.8 0.4 0.0
```
Positions in Å, forces in eV/Å.

Electronic energy, Eh: -502.07372
Net charge: +1
Multiplicity: 1
HOMO-LUMO gap, eV: 8.8
LUMO level, eV: -5.605
Energy above the lowest of the compared OMol25 structures with the same formula, charge and spin, kJ/mol: 27.7

natural (NBO) atomic charge list, values in e, 4 entries: number 1, C, carries -0.404; number 2, C, carries -0.548; number 3, C, carries -0.422; number 4, C, carries -0.588

***

[2]
A single C9H15OP molecule in a non-equilibrium geometry. Source: the Open Molecules 2025 dataset; level of theory: ωB97M-V with the def2-TZVPD basis set.

```
26
Properties=species:S:1:pos:R:3:forces:R:3
C -1.725851 2.202388 -0.140278 -0.2 1.2 0.3
C -0.923703 1.731748 0.789029 1.6 -0.8 -1.7
C -0.220317 2.682276 1.662082 1.0 1.0 2.3
P -0.282794 -0.020150 0.551484 0.8 1.4 -1.7
O -0.291972 -0.963357 1.656190 -0.6 -1.1 2.0
C 1.508832 0.206853 0.097051 -2.3 -2.7 2.2
C 2.357043 -0.666785 0.634424 1.2 1.0 1.6
C 3.883772 -0.657185 0.222414 -0.7 -0.1 1.8
C -1.187196 -0.715995 -0.898887 0.7 1.3 0.1
C -1.617838 -1.972004 -0.821530 -0.6 0.0 -1.5
C -2.542391 -2.559414 -1.912347 0.7 0.9 1.5
H -2.145705 1.591738 -0.860411 -1.0 -1.1 -1.2
H -1.958221 3.262038 -0.235116 0.1 -0.1 0.2
H 0.903863 2.888535 1.611658 -1.4 -1.2 -0.3
H -0.607750 3.716111 1.624526 -0.4 -0.6 -0.2
H -0.468337 2.290002 2.661890 0.6 0.5 0.2
H 1.782197 0.840219 -0.628999 1.0 2.3 -2.8
H 1.991173 -1.199910 1.585135 0.7 0.2 -1.9
H 4.497055 -1.094311 1.086255 -0.8 0.7 -1.2
H 4.283059 0.403819 0.005723 -0.8 -1.9 0.0
H 3.924947 -1.392560 -0.590872 0.6 0.6 -0.1
H -1.315685 -0.039834 -1.782566 -0.1 -1.0 0.7
H -1.404832 -2.533544 0.065411 0.0 -0.3 0.4
H -3.513270 -2.450085 -1.450360 -0.7 0.2 -0.3
H -2.485135 -3.607868 -2.137494 0.6 -0.5 -0.1
H -2.440945 -1.942723 -2.794413 -0.3 0.0 -0.3
```
Positions in Å, forces in eV/Å.

Electronic energy, Eh: -768.44526
Structure (SMILES): C=C(C)P(=O)(/C=C/C)/C=C/C
Multiplicity: 1
HOMO-LUMO gap, eV: 10.5
LUMO level, eV: 0.918
Energy above the lowest of the compared OMol25 structures with the same formula, charge and spin, kJ/mol: 94.8

natural (NBO) atomic charge list, values in e, 4 entries: number 1, C, carries -0.345; number 2, C, carries -0.327; number 3, C, carries -0.662; number 4, P, carries 1.882

***

[3]
2 unconnected molecules or ions with the total composition C9H16 in a non-equilibrium geometry. Source: the Open Molecules 2025 dataset; level of theory: ωB97M-V with the def2-TZVPD basis set.

```
25
Properties=species:S:1:pos:R:3:forces:R:3
C -1.395036 -0.652212 2.060078 0.5 0.0 -0.4
C -1.088848 -0.280864 0.948020 -2.4 1.8 -0.8
C -1.490380 0.664423 -0.308121 0.2 -1.4 1.9
C -2.883227 0.192473 -0.729111 0.0 0.1 0.1
C -1.526398 2.078096 0.276286 -0.1 -0.1 0.0
C -0.502616 0.540595 -1.413510 3.0 -1.0 0.4
H -1.512959 -0.984309 3.055282 0.0 -0.2 0.3
H -3.579958 0.253518 0.106002 0.0 0.0 0.0
H -2.853668 -0.839998 -1.074792 0.0 0.0 0.0
H -3.253405 0.816000 -1.544745 0.0 0.0 0.0
H -0.532338 2.392602 0.591146 0.0 0.0 0.0
H -1.892555 2.781280 -0.473639 0.0 0.0 -0.1
H -2.191023 2.121512 1.138282 0.0 0.0 0.0
H -0.709870 -0.252271 -2.119995 -0.5 -0.1 -0.3
H -0.314589 1.470444 -1.943625 -0.1 0.1 0.0
H 0.528136 0.113990 -0.952926 -2.2 1.8 -1.4
C 1.450580 -1.135864 -0.024554 -2.0 -0.7 2.6
C 2.611042 -0.643343 0.383255 0.1 0.0 -0.1
C 3.918821 -1.364294 0.289499 0.1 0.2 -0.4
H 1.396835 -2.139459 -0.431587 0.1 -0.1 -0.3
H 0.380085 -0.838993 0.527890 3.2 -0.5 -1.8
H 2.649629 0.345991 0.826890 -0.1 0.0 0.3
H 4.358801 -1.489433 1.281366 -0.1 0.0 0.0
H 3.798047 -2.350969 -0.157951 0.0 0.0 0.0
H 4.634892 -0.798914 -0.309440 0.1 0.0 0.0
```
Positions in Å, forces in eV/Å.

Electronic energy, Eh: -352.34986
Structure (SMILES): C#CC(C)(C)C.C=CC
Multiplicity: 1
HOMO-LUMO gap, eV: 9.7
LUMO level, eV: 0.967
Energy above the lowest of the compared OMol25 structures with the same formula, charge and spin, kJ/mol: 316.8

natural (NBO) atomic charge list, values in e, 4 entries: number 1, C, carries -0.225; number 2, C, carries -0.080; number 3, C, carries -0.058; number 4, C, carries -0.593